[1]
Molecular formula: C3H5NO2
Method: DFT, ωB97M-V with the def2-TZVPD basis set

Strongest force on any atom ... 0.67 eV/A
E_tot ... -322.52656 Ha
HOMO energy ... -9.8 eV
SMILES ... O=C1NC[C@@H]1O

The geometry in ORCA input format:
```
! wB97M-V def2-TZVPD RIJCOSX def2/J DEFGRID3
* xyz 0 1
O 2.096 -0.952 0.304
C 0.943 -0.617 0.187
N -0.238 -1.294 0.083
C -1.093 -0.130 -0.097
C 0.161 0.715 0.174
O 0.398 1.747 -0.724
H -0.457 -2.273 0.108
H -1.890 -0.026 0.642
H -1.497 -0.026 -1.110
H 0.225 1.007 1.234
H 1.353 1.848 -0.801
*
```



[2]
Molecular formula: C16H32MoN4O
Method: DFT, ωB97M-V with the def2-TZVPD basis set

Strongest force on any atom ... 9.56 eV/A
E_tot ... -990.68454 Ha
HOMO energy (spin up / spin down) ... -13.9 / -13.9 eV

The geometry in ORCA input format:
```
! wB97M-V def2-TZVPD RIJCOSX def2/J DEFGRID3
* xyz 2 1
Mo -0.791 -0.036 -0.037
N -1.376 1.349 1.567
C -2.242 2.458 1.304
C -2.764 2.126 -0.107
N -1.732 1.521 -1.052
C -0.782 2.634 -1.439
C 0.526 2.607 -0.643
N 0.888 1.203 -0.562
C -2.548 1.230 -2.307
C -1.834 0.196 -3.202
N -1.218 -0.586 -2.178
H -1.653 0.528 2.239
H -0.488 1.292 2.170
H -1.693 3.402 1.297
H -3.060 2.533 2.020
H -3.235 3.010 -0.548
H -3.556 1.384 0.025
H -1.250 3.619 -1.372
H -0.495 2.516 -2.489
H 0.404 3.031 0.354
H 1.299 3.185 -1.153
H 1.674 0.940 0.063
H 1.239 0.843 -1.468
H -2.788 2.144 -2.856
H -3.500 0.781 -2.011
H -1.089 0.676 -3.840
H -2.536 -0.368 -3.814
H -0.273 -1.157 -2.211
H -1.520 -1.597 -1.922
C 4.214 -1.843 0.025
C 3.216 -0.701 0.258
C 3.811 0.306 1.243
C 1.871 -1.282 0.685
C 1.269 -1.015 1.915
C 0.108 -1.677 2.299
C -0.474 -2.637 1.474
C -1.725 -3.349 1.861
C 0.110 -2.886 0.237
C 1.257 -2.216 -0.151
H 5.206 -1.461 -0.208
H 3.908 -2.494 -0.794
H 4.297 -2.458 0.922
H 3.060 -0.177 -0.697
H 4.006 -0.173 2.203
H 3.155 1.167 1.416
H 4.759 0.688 0.866
H 1.705 -0.287 2.584
H -0.349 -1.468 3.258
H -2.597 -2.809 1.491
H -1.817 -3.443 2.942
H -1.749 -4.353 1.439
H -0.332 -3.626 -0.417
H 1.709 -2.438 -1.110
O -2.225 -0.833 0.431
*
```



[3]
Molecular formula: C2H10N2O
Method: DFT, ωB97M-V with the def2-TZVPD basis set

Strongest force on any atom ... 3.11 eV/A
E_tot ... -266.89160 Ha
HOMO energy ... -8.6 eV
SMILES ... NCN.CO

The geometry in ORCA input format:
```
! wB97M-V def2-TZVPD RIJCOSX def2/J DEFGRID3
* xyz 0 1
N -1.038 -0.592 -1.173
C -1.397 -1.551 -0.162
N -0.318 -1.732 0.827
H -0.928 0.366 -0.737
H -0.077 -1.004 -1.521
H -2.301 -1.255 0.397
H -1.607 -2.497 -0.642
H -0.136 -0.809 1.302
H 0.468 -1.678 0.154
C 1.131 1.935 0.569
O 1.206 0.853 -0.409
H 0.238 1.783 1.190
H 2.038 2.037 1.205
H 0.928 2.953 0.119
H 1.792 1.191 -1.119
*
```



[4]
Molecular formula: C4H6Cl3NSi
Method: DFT, ωB97M-V with the def2-TZVPD basis set

Strongest force on any atom ... 3.99 eV/A
E_tot ... -1880.98549 Ha
HOMO energy ... -11.5 eV
SMILES ... N#CCCC[Si](Cl)(Cl)Cl

The geometry in ORCA input format:
```
! wB97M-V def2-TZVPD RIJCOSX def2/J DEFGRID3
* xyz 0 1
N 1.704 -2.228 -1.823
C 1.753 -1.267 -1.174
C 1.631 -0.033 -0.461
C 0.335 0.716 -0.764
C -0.920 -0.089 -0.384
Si -1.480 0.226 1.439
Cl 0.037 0.872 2.772
Cl -3.143 1.546 1.693
Cl -2.167 -1.505 2.449
H 1.462 -0.321 0.629
H 2.513 0.506 -0.559
H 0.393 0.893 -1.824
H 0.270 1.712 -0.256
H -0.707 -1.137 -0.606
H -1.683 0.109 -1.131
*
```



[5]
Molecular formula: C5H28N3O7
Method: DFT, ωB97M-V with the def2-TZVPD basis set

Strongest force on any atom ... 2.69 eV/A
E_tot ... -897.99243 Ha
HOMO energy ... -11.3 eV

The geometry in ORCA input format:
```
! wB97M-V def2-TZVPD RIJCOSX def2/J DEFGRID3
* xyz 1 1
C -3.503 -2.027 0.554
C -2.691 -1.584 -0.636
C -1.272 -2.211 -0.616
C -0.222 -1.692 0.363
C 0.783 -2.421 0.853
N 1.938 -1.806 1.425
N -0.240 -0.227 0.346
N -2.715 -0.049 -0.586
H -2.839 -2.268 1.399
H -4.009 -3.024 0.491
H -4.216 -1.283 0.927
H -3.138 -1.922 -1.566
H -1.442 -3.239 -0.269
H -0.870 -2.076 -1.625
H 0.741 -3.491 1.020
H 2.349 -2.341 2.180
H 1.964 -0.821 1.625
H 0.560 0.022 -0.235
H -0.065 0.103 1.285
H -2.100 0.305 -1.341
H -3.660 0.308 -0.786
H -2.195 0.293 0.224
H 1.893 -3.256 -1.810
H 1.708 -3.007 -3.370
O 1.300 -2.960 -2.508
H 3.022 2.392 -0.092
H 1.675 2.682 -0.913
O 2.003 2.561 -0.012
H 1.470 3.529 1.113
H 1.828 4.363 2.438
O 1.099 3.970 1.945
H 1.214 2.234 2.783
H 0.790 1.171 1.941
O 1.247 1.253 2.783
H 3.866 0.268 0.222
H 4.687 1.594 0.448
O 4.040 1.153 -0.112
H -4.041 3.108 0.428
H -2.584 3.109 1.095
O -3.177 2.705 0.450
H -0.424 1.108 -4.567
H 0.505 -0.057 -4.361
O -0.058 0.558 -3.868
*
```



[6]
Molecular formula: C56H53BKN11
Method: DFT, ωB97M-V with the def2-TZVPD basis set

Strongest force on any atom ... 1.17 eV/A
E_tot ... -3392.88567 Ha
HOMO energy ... -7.4 eV

The geometry in ORCA input format:
```
! wB97M-V def2-TZVPD RIJCOSX def2/J DEFGRID3
* xyz 0 1
K 0.332 -0.087 -0.009
C 3.699 0.086 0.881
C 3.105 -0.915 1.881
C 2.837 -2.258 1.245
C 3.039 -3.453 1.924
C 2.826 -4.646 1.254
C 2.420 -4.614 -0.071
C 2.229 -3.378 -0.665
N 2.430 -2.225 -0.027
N 2.669 0.848 0.124
C 2.560 2.211 0.696
C 1.197 2.881 0.888
C 0.533 3.606 -0.094
C -0.622 4.295 0.232
C -1.074 4.267 1.538
C -0.348 3.534 2.461
N 0.756 2.851 2.155
C 2.919 0.794 -1.330
C 1.823 0.629 -2.431
C 2.473 1.156 -3.725
C 1.774 0.668 -5.010
C 0.578 -0.282 -4.719
C 0.766 -1.131 -3.509
N 1.326 -0.731 -2.438
H 4.342 -0.457 0.190
H 4.345 0.781 1.422
H 2.177 -0.509 2.291
H 3.783 -1.055 2.727
H 3.360 -3.441 2.958
H 2.971 -5.593 1.760
H 2.236 -5.525 -0.626
H 1.881 -3.291 -1.690
H 3.211 2.907 0.149
H 2.937 2.160 1.714
H 0.896 3.624 -1.102
H -1.157 4.844 -0.532
H -1.974 4.788 1.840
H -0.671 3.481 3.496
H 3.499 -0.110 -1.515
H 3.555 1.641 -1.619
H 3.556 1.254 -3.757
H 2.412 0.440 -5.859
H 0.265 -0.870 -5.581
H 0.397 -2.160 -3.516
C -4.747 1.346 -2.162
C -3.793 1.316 -1.011
C -4.106 1.395 0.323
C -2.878 1.264 0.996
N -1.880 1.134 0.130
N -2.443 1.171 -1.110
B -1.801 0.647 -2.438
N -1.795 -0.959 -2.271
N -1.285 -1.556 -1.162
C -1.529 -2.855 -1.285
C -2.212 -3.121 -2.480
C -2.379 -1.888 -3.072
C -3.092 -1.626 -4.359
C -1.159 -3.839 -0.244
C -0.938 -3.455 1.078
C -0.631 -4.402 2.045
C -0.552 -5.748 1.712
C -0.769 -6.140 0.397
C -1.062 -5.192 -0.572
N -0.551 1.318 -3.068
N 0.734 1.712 -2.507
C 1.493 2.377 -3.649
C 0.830 1.898 -4.933
C -0.334 1.014 -4.477
C -1.511 1.207 -5.412
C 1.925 3.818 -3.541
C 2.790 4.246 -2.534
C 3.229 5.557 -2.463
C 2.815 6.485 -3.411
C 1.961 6.080 -4.423
C 1.526 4.760 -4.487
C -2.692 1.261 2.469
C -1.525 0.820 3.090
C -1.384 0.875 4.469
C -2.415 1.353 5.265
C -3.593 1.778 4.663
C -3.724 1.734 3.283
H -5.733 1.620 -1.786
H -4.829 0.370 -2.644
H -4.453 2.067 -2.925
H -5.095 1.501 0.737
H -2.645 0.818 -3.266
H -2.599 -4.062 -2.840
H -3.713 -2.491 -4.589
H -2.404 -1.485 -5.193
H -3.737 -0.750 -4.305
H -1.032 -2.412 1.357
H -0.463 -4.083 3.065
H -0.325 -6.485 2.473
H -0.704 -7.186 0.124
H -1.214 -5.500 -1.600
H 0.639 2.575 -5.759
H -1.176 1.027 -6.437
H -1.840 2.247 -5.338
H -2.363 0.572 -5.216
H 3.124 3.543 -1.787
H 3.894 5.855 -1.662
H 3.160 7.510 -3.362
H 1.623 6.790 -5.169
H 0.846 4.480 -5.278
H -0.675 0.505 2.502
H -0.442 0.578 4.914
H -2.297 1.411 6.340
H -4.407 2.160 5.267
H -4.635 2.100 2.827
N 0.551 -1.737 3.677
C 0.435 -2.086 4.766
C 0.220 -2.487 6.140
C 1.130 -3.338 6.765
C 0.915 -3.715 8.080
C -0.202 -3.248 8.763
C -1.108 -2.405 8.133
C -0.902 -2.021 6.818
H 1.994 -3.693 6.218
H 1.618 -4.374 8.572
H -0.367 -3.545 9.791
H -1.979 -2.047 8.666
H -1.604 -1.371 6.309
*
```



[7]
Molecular formula: C28H22ClN4O9STc
Method: DFT, ωB97M-V with the def2-TZVPD basis set

Strongest force on any atom ... 4.20 eV/A
E_tot ... -2915.11835 Ha
HOMO energy (spin up / spin down) ... -10.8 / -10.8 eV
⟨S²⟩ ... 3.769

The geometry in ORCA input format:
```
! wB97M-V def2-TZVPD RIJCOSX def2/J DEFGRID3
* xyz 1 4
Tc 0.213 0.413 -0.956
O -1.976 1.348 -4.237
C -1.559 0.976 -3.174
N -0.373 1.398 -2.569
C 0.586 2.220 -3.188
O 0.634 2.538 -4.356
C 1.760 2.469 -2.350
C 2.795 3.303 -2.787
C 3.860 3.541 -1.897
C 3.821 2.961 -0.639
C 2.744 2.139 -0.314
N 1.796 1.815 -1.188
C -2.306 -0.006 -2.323
C -3.626 -0.378 -2.576
C -4.227 -1.438 -1.861
C -3.432 -2.119 -0.934
C -2.102 -1.648 -0.750
N -1.603 -0.603 -1.376
H 2.721 3.673 -3.797
H 4.802 3.954 -2.257
H 4.585 3.148 0.066
H 2.715 1.592 0.573
H -4.151 0.164 -3.339
H -5.272 -1.584 -2.077
H -3.773 -2.929 -0.224
H -1.556 -2.144 0.004
C 3.623 -3.156 3.895
O 3.962 -3.825 2.635
C 3.433 -3.267 1.547
C 3.692 -3.966 0.361
C 3.110 -3.481 -0.801
C 2.298 -2.389 -0.854
C 1.873 -1.833 -2.112
C 2.242 -2.378 -3.495
O 1.213 -0.770 -2.245
C 1.973 -1.728 0.391
O 1.225 -0.653 0.432
C 2.548 -2.218 1.580
H 4.172 -3.675 4.734
H 2.559 -3.258 4.047
H 3.888 -2.065 3.880
H 4.324 -4.858 0.441
H 3.357 -4.058 -1.722
H 2.940 -1.772 -3.960
H 1.318 -2.470 -4.047
H 2.745 -3.334 -3.447
H 2.250 -1.577 2.444
O 0.567 3.081 1.266
Cl -0.754 2.938 0.766
O -1.728 3.244 1.734
O -0.952 3.610 -0.411
O -0.876 1.368 0.417
S -2.055 0.129 4.554
C -1.868 -0.818 3.070
N -2.616 -0.464 2.119
C -3.352 0.686 2.437
C -4.226 1.307 1.610
C -5.120 2.268 2.069
C -4.951 2.840 3.350
C -3.952 2.254 4.165
C -3.203 1.211 3.727
H -1.171 -1.672 3.024
H -4.313 0.885 0.578
H -5.820 2.772 1.419
H -5.635 3.516 3.789
H -3.794 2.767 5.142
*
```



[8]
Molecular formula: CH3PS3
Method: DFT, ωB97M-V with the def2-TZVPD basis set

Strongest force on any atom ... 1.51 eV/A
E_tot ... -1575.78290 Ha
HOMO energy ... -8.9 eV
SMILES ... PSC(=S)S

The geometry in ORCA input format:
```
! wB97M-V def2-TZVPD RIJCOSX def2/J DEFGRID3
* xyz 0 1
P -1.969 0.001 0.450
S -0.266 -1.294 0.041
C 0.936 0.033 0.039
S 0.565 1.663 0.060
S 2.533 -0.610 -0.004
H -2.999 -1.014 0.220
H -1.773 0.571 -0.845
H 2.972 0.650 0.038
*
```



[9]
Molecular formula: C44H65Cl10F4N5O5
Method: DFT, ωB97M-V with the def2-TZVPD basis set

Strongest force on any atom ... 3.73 eV/A
E_tot ... -7366.98799 Ha
HOMO energy ... -8.9 eV

The geometry in ORCA input format:
```
! wB97M-V def2-TZVPD RIJCOSX def2/J DEFGRID3
* xyz 0 1
C -27.407 -4.968 -0.748
C -26.543 -3.719 -0.842
O -26.879 -2.735 -1.531
N -25.394 -3.740 -0.233
C -24.406 -2.702 -0.294
H -28.438 -4.828 -1.075
H -27.474 -5.156 0.324
H -26.844 -5.800 -1.171
H -25.225 -4.650 0.171
H -23.430 -3.131 -0.521
H -24.330 -2.068 0.590
H -24.641 -1.967 -1.063
C -16.547 -5.042 -2.906
C -17.256 -6.203 -3.535
O -18.455 -6.238 -3.313
N -16.655 -7.145 -4.262
C -17.298 -8.400 -4.695
H -16.241 -4.323 -3.667
H -15.566 -5.343 -2.538
H -17.100 -4.422 -2.200
H -15.674 -7.010 -4.462
H -17.006 -8.674 -5.708
H -18.387 -8.375 -4.661
H -17.012 -9.273 -4.107
C -21.428 -4.998 -1.909
C -21.348 -3.947 -2.943
O -22.267 -3.155 -3.016
N -20.248 -3.960 -3.709
C -19.920 -2.947 -4.720
H -22.379 -5.511 -2.047
H -21.384 -4.557 -0.913
H -20.656 -5.766 -1.957
H -19.569 -4.705 -3.660
H -19.745 -3.239 -5.756
H -19.180 -2.235 -4.352
H -20.725 -2.226 -4.862
C -24.834 -5.911 -3.714
C -25.778 -5.229 -4.719
O -26.037 -5.808 -5.796
N -26.328 -4.047 -4.383
C -27.284 -3.309 -5.254
H -23.806 -6.116 -4.015
H -25.304 -6.803 -3.300
H -24.725 -5.170 -2.923
H -26.268 -3.708 -3.434
H -28.092 -2.958 -4.613
H -27.681 -3.936 -6.052
H -26.819 -2.455 -5.748
C -23.509 -7.590 -0.318
C -24.682 -7.208 0.559
O -24.824 -6.105 1.042
N -25.556 -8.234 0.706
C -26.769 -8.143 1.462
H -23.838 -7.629 -1.356
H -23.095 -8.553 -0.016
H -22.685 -6.878 -0.297
H -25.364 -9.068 0.171
H -26.714 -8.716 2.387
H -27.598 -8.640 0.959
H -27.042 -7.116 1.705
C -19.441 -8.674 -1.105
Cl -19.742 -7.591 0.293
Cl -20.557 -9.945 -1.161
H -19.584 -8.108 -2.026
H -18.474 -9.174 -1.043
C -23.624 -1.882 -6.071
Cl -24.101 -1.152 -7.613
Cl -23.052 -3.503 -6.362
H -22.695 -1.398 -5.772
H -24.428 -1.878 -5.335
C -22.584 0.030 -2.252
Cl -20.937 0.716 -2.677
Cl -23.486 1.239 -1.305
H -23.202 -0.152 -3.132
H -22.492 -0.915 -1.716
C -21.344 -6.630 -6.061
Cl -21.366 -7.762 -4.742
Cl -19.715 -6.602 -6.747
H -21.928 -6.977 -6.913
H -21.604 -5.637 -5.695
C -15.933 -4.747 -7.203
Cl -15.943 -4.537 -8.996
Cl -16.878 -3.523 -6.367
H -16.382 -5.729 -7.054
H -14.919 -4.607 -6.827
F -21.101 -2.241 -12.640
C -20.575 -2.538 -11.464
C -19.215 -2.294 -11.208
C -18.678 -2.768 -10.003
C -19.531 -3.195 -8.998
C -20.892 -3.359 -9.177
C -21.402 -3.021 -10.421
H -18.527 -1.844 -11.907
H -17.627 -2.654 -9.784
H -19.198 -3.635 -8.070
H -21.539 -3.861 -8.473
H -22.433 -3.279 -10.613
F -17.744 4.156 -8.444
C -17.961 2.954 -7.917
C -17.430 1.798 -8.513
C -17.641 0.556 -7.899
C -18.526 0.494 -6.866
C -19.118 1.609 -6.290
C -18.834 2.863 -6.823
H -16.822 1.929 -9.396
H -17.187 -0.314 -8.348
H -18.667 -0.489 -6.442
H -19.770 1.469 -5.441
H -19.365 3.765 -6.558
F -19.503 -2.373 -0.724
C -20.044 -2.266 0.503
C -20.623 -1.059 0.868
C -21.214 -0.936 2.099
C -21.157 -1.972 3.069
C -20.613 -3.188 2.710
C -20.029 -3.341 1.397
H -20.723 -0.221 0.194
H -21.667 0.009 2.359
H -21.705 -1.912 3.998
H -20.648 -4.064 3.341
H -19.529 -4.239 1.066
F -18.123 2.536 -2.852
C -17.470 1.475 -2.338
C -16.614 1.684 -1.240
C -15.933 0.621 -0.674
C -16.228 -0.688 -1.104
C -16.984 -0.874 -2.235
C -17.492 0.227 -2.915
H -16.444 2.690 -0.885
H -15.352 0.767 0.224
H -15.765 -1.545 -0.637
H -17.125 -1.870 -2.629
H -18.154 0.113 -3.761
*
```



[10]
Molecular formula: C3H10O2S2
Method: DFT, ωB97M-V with the def2-TZVPD basis set

Strongest force on any atom ... 1.41 eV/A
E_tot ... -1067.13445 Ha
HOMO energy ... -9.3 eV
SMILES ... OCCCSS.O

The geometry in ORCA input format:
```
! wB97M-V def2-TZVPD RIJCOSX def2/J DEFGRID3
* xyz 0 1
O 1.353 -1.235 1.012
C 0.189 -1.831 0.478
C -1.034 -1.307 1.231
C -1.228 0.203 1.008
S -1.489 0.523 -0.768
S -1.837 2.539 -0.965
H 1.941 -0.907 0.318
H 0.081 -1.572 -0.581
H 0.289 -2.924 0.504
H -1.940 -1.771 0.846
H -0.769 -1.517 2.261
H -2.147 0.507 1.510
H -0.430 0.794 1.457
H -0.612 2.997 -1.121
O 2.886 2.096 -2.372
H 2.253 1.896 -3.081
H 2.493 1.509 -1.738
*
```



Q: Look up the E_tot of the fourth one.
A: -1880.98549 Ha



Q: Which of these has the lowest strongest force on any atom?
A: C3H5NO2